1.
85
Properties=species:S:1:pos:R:3:forces:R:3 method="wB97M-V/def2-TZVPD" total_charge=-1 molar_mass_g_mol=661.58 homo_ev=-5.5040 e_above_lowest_ev=9.6419
O -5.32906 16.65543 10.48127 -3.610 -0.481 0.502
C -4.12032 17.11543 10.29552 4.151 1.155 1.407
O -3.53599 17.71549 11.19156 0.013 1.057 2.230
O -3.61614 16.84085 9.21900 0.710 -0.597 -3.495
H -5.47695 16.60462 9.53408 -1.249 -1.018 -0.527
C -4.69378 22.44494 14.09236 -2.037 3.652 -1.838
O -5.06905 23.52115 14.52541 0.217 0.762 0.597
N -4.70838 22.12062 12.82571 -0.353 -0.462 -3.941
N -4.30017 21.46170 14.79336 2.048 -3.448 5.229
H -5.09874 22.77123 12.15905 -0.045 -0.333 0.159
H -4.77415 21.12591 12.66351 0.038 0.303 -0.792
H -3.81556 20.65568 14.42513 0.019 0.376 0.106
H -4.04708 21.83978 15.69509 0.142 -0.941 0.397
C 0.12138 20.82419 8.11814 -0.681 -1.518 1.142
O 0.71342 21.66129 7.54928 2.124 3.523 -2.862
N 0.24827 20.60697 9.39606 0.759 -0.106 3.960
N -0.71460 19.96227 7.59875 -2.293 -2.060 -3.448
H -0.32999 19.88502 9.80166 0.276 0.566 0.634
H 0.67340 21.37423 9.89672 -0.195 -0.551 0.422
H -1.15296 19.18230 8.06733 0.089 0.274 -0.003
H -0.76229 19.99813 6.59052 -0.239 -0.239 0.227
C -4.22617 10.34433 11.01114 5.040 -0.633 -0.462
O -3.64023 9.33434 11.37362 0.192 -0.655 0.385
N -5.45534 10.55755 11.11658 -6.254 -0.651 1.156
N -3.61272 11.36653 10.43672 2.516 1.195 -0.835
H -5.85681 11.33876 10.61794 -0.699 -0.694 0.286
H -5.83897 9.65686 11.36493 -1.579 0.560 -0.117
H -2.62382 11.30375 10.63219 -0.014 0.895 -0.574
H -4.12349 12.21200 10.22602 0.794 0.076 0.108
C -2.94915 15.10472 16.23628 -0.611 -1.882 -1.028
O -2.66156 14.93701 17.35797 2.442 -0.733 5.172
N -2.72404 14.20410 15.28118 1.228 -2.319 -1.888
N -3.66760 16.09683 15.86191 -2.372 3.581 -2.223
H -3.22096 14.13514 14.40460 0.249 0.234 0.239
H -2.13971 13.42135 15.53804 -0.317 0.150 -0.073
H -3.90740 16.80539 16.54052 -0.244 -0.214 -0.546
H -3.98265 16.01821 14.90553 -0.354 1.257 0.265
C -7.89212 12.18749 6.88177 1.889 3.163 -2.923
O -7.36660 13.13807 7.42187 1.718 -0.133 0.680
N -8.93199 11.62365 7.32092 -6.242 -3.723 3.731
N -7.67908 11.78336 5.59717 1.761 0.204 -1.199
H -9.61405 11.16487 6.73406 0.528 -0.127 0.086
H -9.19544 11.62557 8.29596 0.215 0.563 -0.241
H -6.80958 12.08351 5.18007 -0.438 -0.004 -0.279
H -8.34454 11.22310 5.08397 0.573 0.052 0.211
C -9.56273 14.13012 13.08572 2.268 -0.949 1.319
O -10.22465 13.39926 13.77878 -1.303 -0.384 0.727
N -9.85973 14.69473 11.96698 -3.252 1.430 -3.814
N -8.27479 14.40687 13.32846 1.884 -0.478 2.157
H -10.80249 14.50249 11.65983 0.338 0.306 -0.653
H -9.12813 15.05749 11.37262 -0.707 -0.069 -0.141
H -7.71986 15.01341 12.74171 0.069 -0.138 0.645
H -8.01820 14.09068 14.25273 0.800 0.331 -0.329
C -2.27208 15.22246 3.47944 0.798 0.104 -0.632
O -3.32907 14.63098 3.53402 -0.359 -0.045 -0.102
N -1.72646 15.98815 4.41035 -0.265 1.184 2.093
N -1.40684 15.17903 2.41371 -1.387 -0.975 -0.740
H -2.33716 16.29625 5.15347 0.586 0.131 0.195
H -0.80454 16.35800 4.22768 -0.569 0.288 0.702
H -1.68099 14.32630 1.94702 1.247 0.131 -0.901
H -0.48829 15.58337 2.52713 -0.129 -0.819 -0.565
C 1.44715 19.76610 16.18703 2.443 1.073 1.814
O 2.49244 20.37928 16.29930 0.763 0.106 -0.826
N 0.73989 19.50749 15.13464 -2.617 -0.406 -4.467
N 0.87177 19.22962 17.25159 -1.281 -1.027 3.022
H 0.99183 19.64346 14.16607 0.279 0.440 0.515
H -0.22795 19.26325 15.28866 0.332 -0.202 -0.393
H -0.04996 18.82395 17.17456 0.523 -0.282 0.432
H 1.44970 19.06702 18.06379 -0.449 0.249 -0.115
C -8.22810 17.91548 3.63534 -0.090 0.187 -2.506
O -9.10158 18.75670 3.40090 0.967 -1.545 0.355
N -7.60127 17.01132 2.82248 0.048 -1.473 -2.711
N -7.54396 17.72988 4.74143 -0.255 2.095 5.281
H -6.99474 16.38888 3.33706 -0.280 -0.101 -0.682
H -7.89102 16.62065 1.93730 -0.398 0.668 0.164
H -6.66650 17.24716 4.87236 -0.468 0.258 -0.155
H -7.87748 18.32012 5.49008 0.525 -0.134 0.273
C -10.20484 20.40889 11.06889 -2.464 4.334 -2.682
O -10.69111 21.36095 10.45220 -0.285 0.217 0.282
N -9.08779 19.89235 10.68306 4.262 -1.845 -1.300
N -10.76845 19.82080 12.06492 -1.525 -2.780 3.794
H -8.49724 19.42956 11.35920 0.142 0.052 -0.363
H -8.65389 20.38647 9.91646 0.124 -0.213 0.245
H -11.60918 20.11337 12.54206 0.297 0.093 -0.556
H -10.40584 18.89185 12.22512 -0.515 0.110 0.583



2.
19
Properties=species:S:1:pos:R:3:forces:R:3 method="wB97M-V/def2-TZVPD" molar_mass_g_mol=129.11 homo_ev=-10.2386 smiles="NCC(=O)O.O.O.O" e_above_lowest_ev=1.7435
O 1.81270 1.00709 0.71636 1.234 -0.666 3.020
C 2.09480 0.37940 1.76963 -5.748 -0.193 -4.780
O 3.28391 0.22210 2.19044 1.918 -0.249 2.163
C 0.89070 -0.47753 2.41857 1.790 3.050 -0.371
N -0.40059 0.07677 1.92442 0.233 -1.964 -2.049
H 3.76356 1.04052 2.04379 0.610 0.169 -0.537
H 1.20237 -1.50653 2.30472 -0.449 -0.529 -0.170
H 1.02044 -0.16308 3.45020 -0.404 -0.510 0.503
H -1.15628 -0.57367 2.29009 1.080 1.117 -1.040
H -0.38716 0.06290 0.80120 -0.358 -0.364 3.573
H -1.28980 -0.16449 -3.95177 -0.046 -0.207 -0.441
H -0.86750 0.64188 -2.77480 0.592 0.403 0.892
O -1.61180 0.50967 -3.35647 -0.769 -0.367 -0.443
H 0.77696 1.91388 -1.74049 2.004 3.706 -0.888
H 0.40351 1.06324 -0.57113 0.381 0.195 -0.801
O 0.36845 1.14048 -1.54801 -2.169 -3.744 1.397
H -3.21269 -1.04113 -2.24267 -1.191 0.389 0.788
H -2.99424 -2.40055 -2.00904 -1.818 0.369 1.139
O -3.69734 -1.73094 -1.71503 3.108 -0.604 -1.955



3.
12
Properties=species:S:1:pos:R:3:forces:R:3 method="wB97M-V/def2-TZVPD" molar_mass_g_mol=99.09 homo_ev=-9.7449 smiles="O=CC(=O)N1CC1" e_above_lowest_ev=2.3646
O 1.53397 0.92171 -1.01967 0.119 -0.223 0.357
C 1.81880 0.09621 -0.19139 -0.018 0.334 -0.454
C 0.82045 -0.78299 0.57487 0.133 -0.454 0.270
O 1.34327 -1.63833 1.24757 -0.329 0.301 -0.158
N -0.58207 -0.66003 0.49926 0.245 -0.223 0.192
C -1.22921 -0.16300 -0.72518 -0.077 -0.005 -0.244
C -1.19853 0.67592 0.48184 -0.076 0.276 0.012
H 2.86289 -0.16159 0.08149 -0.159 0.104 -0.038
H -2.13518 -0.71343 -0.96011 0.160 0.058 -0.045
H -0.60110 0.13564 -1.55829 -0.145 -0.059 0.138
H -0.55257 1.55067 0.45476 -0.077 -0.170 0.061
H -2.08072 0.73922 1.11485 0.223 0.061 -0.091